# 1
Formula: C3H9NO2S2
Source: OMol25
Level of theory: ωB97M-V/def2-TZVPD

Summary:
- Energy above the lowest of the compared OMol25 structures with the same formula, charge and spin: 2.027 eV
- SMILES: N[C@H](C=O)CSS.O
- Orbital gap: 9.1 eV
- Energy: -30511.337 eV

Each atom is followed by the atoms it is bonded to, with distances in Å.
Element x y z (Å)
1 S 0.660 2.102 -1.249  S2 2.037, H17 1.405
2 S 0.527 2.244 0.778  S1 2.037, C6 1.807
3 O -0.921 -1.024 3.116  C8 1.198
4 O -0.205 -0.194 -3.937  H10 0.964, H15 0.962
5 N 0.069 -1.201 -0.209  C7 1.450, H11 0.989, H12 1.016
6 C -0.432 0.816 1.334  S2 1.807, C7 1.541, H14 1.055, H16 1.122
7 C 0.259 -0.535 1.065  N5 1.450, C6 1.541, C8 1.554, H9 1.133
8 C -0.274 -1.451 2.202  O3 1.198, C7 1.554, H13 1.112
9 H 1.359 -0.477 1.327  C7 1.133
10 H 0.227 0.498 -3.422  O4 0.964
11 H -0.886 -1.333 -0.426  N5 0.989
12 H 0.383 -0.519 -0.894  N5 1.016
13 H 0.008 -2.516 2.053  C8 1.112
14 H -1.473 0.675 1.246  C6 1.055
15 H -1.140 -0.206 -3.712  O4 0.962
16 H -0.160 1.002 2.407  C6 1.122
17 H 1.997 2.119 -1.679  S1 1.405

natural (NBO) atomic charge list, values in e, 4 entries:
1 S -0.233
2 S 0.143
3 O -0.520
4 O -0.943

# 2
Formula: C16H21NO
Source: OMol25
Level of theory: ωB97M-V/def2-TZVPD

Summary:
- Energy above the lowest of the compared OMol25 structures with the same formula, charge and spin: 2.811 eV
- SMILES: C=CCN[C@@H]1CCc2cccc(O)c2[C@@H]1CC=C
- Orbital gap: 9.2 eV
- Energy: -20468.856 eV

Each atom is followed by the atoms it is bonded to, with distances in Å.
Element x y z (Å)
1 O 1.859 1.587 -1.972  C7 1.384, H37 0.989
2 N -2.157 0.006 1.043  C4 1.471, C17 1.475, H21 0.996
3 C -3.938 0.145 -0.708  C4 1.526, C9 1.370, H29 1.072
4 C -3.066 0.890 0.297  N2 1.471, C3 1.526, H19 1.104, H26 1.090
5 C 3.630 -1.584 -1.465  C6 1.376, C18 1.403, H25 1.067
6 C 2.806 -2.189 -0.544  C5 1.376, C12 1.399, H35 1.081
7 C 2.180 0.351 -1.441  O1 1.384, C15 1.421, C18 1.399
8 C 0.124 0.472 0.046  C14 1.555, C15 1.510, C17 1.581, H20 1.104
9 C -4.121 -1.212 -0.763  C3 1.370, H36 1.094, H39 1.076
10 C -0.414 -1.662 1.449  C16 1.525, C17 1.564, H30 1.108, H38 1.062
11 C 1.347 2.592 0.702  C13 1.368, C14 1.498, H33 1.090
12 C 1.660 -1.573 -0.030  C6 1.399, C15 1.422, C16 1.505
13 C 0.816 3.835 0.493  C11 1.368, H23 1.095, H34 1.099
14 C 0.529 1.438 1.195  C8 1.555, C11 1.498, H28 1.132, H31 1.078
15 C 1.338 -0.261 -0.474  C7 1.421, C8 1.510, C12 1.422
16 C 0.749 -2.420 0.816  C10 1.525, C12 1.505, H22 1.090, H32 1.093
17 C -0.963 -0.609 0.433  N2 1.475, C8 1.581, C10 1.564, H27 1.103
18 C 3.327 -0.291 -1.919  C5 1.403, C7 1.399, H24 1.054
19 H -3.730 1.392 1.023  C4 1.104
20 H -0.288 1.095 -0.768  C8 1.104
21 H -2.671 -0.705 1.516  N2 0.996
22 H 0.360 -3.250 0.226  C16 1.090
23 H 1.417 4.657 0.092  C13 1.095
24 H 3.910 0.143 -2.684  C18 1.054
25 H 4.522 -2.099 -1.741  C5 1.067
26 H -2.440 1.613 -0.226  C4 1.090
27 H -1.281 -1.141 -0.480  C17 1.103
28 H 1.163 0.896 1.959  C14 1.132
29 H -4.398 0.692 -1.508  C3 1.072
30 H -1.209 -2.377 1.735  C10 1.108
31 H -0.337 1.847 1.691  C14 1.078
32 H 1.383 -2.850 1.596  C16 1.093
33 H 2.402 2.390 0.517  C11 1.090
34 H -0.254 4.017 0.668  C13 1.099
35 H 3.060 -3.192 -0.233  C6 1.081
36 H -3.800 -1.866 0.053  C9 1.094
37 H 1.236 2.088 -1.389  O1 0.989
38 H -0.028 -1.181 2.314  C10 1.062
39 H -4.722 -1.684 -1.521  C9 1.076

natural (NBO) atomic charge list, values in e, 4 entries:
1 O -0.700
2 N -0.640
3 C -0.184
4 C -0.259